Record 1
92
Properties=species:S:1:pos:R:3:forces:R:3:mulliken_charge:R:1 method="wB97M-V/def2-TZVPD" charge=-2 orbital_gap_ev=5.065 e_above_lowest_kj_mol=97.8 spin_multiplicity=1
K 0.003 -0.127 0.713 0.69 -0.01 -0.71 1.2773
O 3.429 -2.966 -1.934 -0.28 -0.03 -0.15 -0.9160
C 4.517 -2.276 -1.780 0.03 -0.08 0.24 0.4765
C 5.780 -2.828 -2.092 0.13 0.02 -0.08 -0.5352
C 6.951 -2.123 -1.904 0.03 -0.02 -0.02 -0.3946
C 6.930 -0.829 -1.393 0.04 0.05 0.03 -0.7847
C 5.702 -0.270 -1.072 0.03 -0.03 -0.05 -0.4617
C 4.513 -0.957 -1.248 -0.03 0.00 0.01 -0.0999
C 3.223 -0.275 -0.834 0.10 0.21 -0.01 -0.1997
O 2.101 -0.823 -1.451 -0.09 0.02 0.00 -0.2904
N 3.077 -0.304 0.627 0.29 -0.01 -0.09 0.4062
N 2.621 0.783 1.230 -0.01 0.21 0.01 -0.5715
C 2.209 0.689 2.439 -0.02 -0.02 0.25 -0.5559
C 1.572 1.801 3.134 -0.02 -0.07 0.11 0.0659
Br 0.984 3.244 2.041 0.08 -0.01 0.03 -0.1442
C 1.235 1.815 4.429 0.07 -0.04 -0.12 -0.7078
C 1.594 0.775 5.414 0.02 0.04 -0.12 0.3936
C 0.621 0.327 6.306 -0.04 0.00 0.00 -0.3470
C 0.902 -0.670 7.222 0.03 -0.06 0.06 -0.5386
C 2.172 -1.227 7.280 0.00 0.04 -0.03 -0.4029
C 3.158 -0.771 6.416 -0.01 -0.06 0.06 -0.6608
C 2.872 0.222 5.494 0.04 0.06 -0.10 -0.1753
H 2.391 -1.737 -1.742 -0.04 0.01 0.09 0.1461
H 5.795 -3.834 -2.494 -0.01 -0.04 -0.02 0.3729
H 7.899 -2.584 -2.160 0.03 -0.02 -0.01 0.3313
H 7.845 -0.271 -1.251 0.05 0.02 0.01 0.3685
H 5.659 0.734 -0.665 0.00 0.09 0.04 0.3777
H 3.271 0.797 -1.063 0.03 -0.10 -0.02 0.4187
H 2.801 -1.200 1.017 0.00 -0.19 0.04 0.3188
H 2.214 -0.266 2.968 0.03 0.01 0.03 0.3876
H 0.600 2.615 4.783 -0.03 0.04 0.02 0.3764
H -0.374 0.742 6.248 -0.11 0.03 -0.01 0.3697
H 0.122 -1.027 7.882 -0.02 0.00 0.01 0.3858
H 2.390 -2.012 7.991 0.02 -0.04 0.04 0.3845
H 4.154 -1.193 6.457 0.03 -0.01 0.00 0.3880
H 3.645 0.580 4.826 0.01 0.01 -0.01 0.5329
C -2.256 -2.200 -2.880 -0.07 0.09 -0.01 -1.8316
N -0.959 -2.753 -2.542 0.06 -0.10 0.02 0.0659
C 0.059 -2.659 -3.588 -0.02 -0.05 -0.05 -0.8944
C -0.592 -2.709 -1.213 0.19 -0.13 -0.02 0.7054
N -1.258 -2.182 -0.261 -0.32 -0.18 0.01 -0.5179
N 0.598 -3.393 -0.954 -0.02 0.09 -0.16 0.0574
C 1.310 -3.521 0.222 -0.03 -0.02 -0.07 0.1730
N 2.273 -4.527 0.101 0.15 -0.06 -0.05 -0.7571
N 1.095 -2.815 1.266 -0.07 0.14 0.09 -0.3392
H -2.496 -2.489 -3.903 -0.01 0.03 0.04 0.4078
H -2.267 -1.104 -2.835 -0.04 -0.03 -0.02 0.7480
H -3.018 -2.616 -2.219 -0.02 0.02 -0.02 0.5273
H 0.440 -3.644 -3.879 0.02 0.00 0.01 0.3332
H 0.889 -2.025 -3.291 0.10 0.07 0.02 0.1150
H -0.394 -2.193 -4.462 0.04 0.00 0.02 0.4384
H -2.095 -1.739 -0.620 -0.09 0.08 -0.02 0.0153
H 1.024 -3.855 -1.739 -0.02 -0.01 -0.05 0.2601
H 2.827 -4.351 -0.748 0.02 0.01 0.07 0.3501
H 2.897 -4.505 0.896 0.00 -0.01 -0.05 0.3312
H 1.691 -3.145 2.021 0.00 0.02 0.01 0.1569
F -2.198 -2.276 5.490 0.11 -0.06 0.00 -0.2410
C -2.791 -1.414 4.652 0.02 0.02 -0.01 0.4323
F -4.111 -1.586 4.769 -0.09 -0.08 -0.06 -0.2517
F -2.502 -0.184 5.077 0.04 0.11 -0.04 -0.2115
S -2.208 -1.723 2.901 0.11 0.06 0.57 0.9764
O -0.987 -0.949 2.835 -0.42 -0.42 0.53 -0.4123
O -2.190 -3.147 2.846 -0.02 0.07 -0.14 -0.6747
N -3.369 -1.125 2.024 0.21 0.01 0.06 -0.3123
S -3.343 0.418 1.694 -0.29 0.35 -0.13 0.7986
O -2.255 0.840 0.843 -0.61 0.14 0.07 -0.7082
O -3.690 1.279 2.792 0.00 -0.10 -0.13 -0.6414
C -4.811 0.413 0.578 -0.16 0.02 -0.09 0.5140
F -5.919 0.049 1.233 0.02 0.02 0.08 -0.2439
F -4.642 -0.425 -0.443 0.09 -0.02 -0.06 -0.1880
F -5.005 1.641 0.088 0.09 -0.04 0.10 -0.2096
C -4.278 6.214 -5.194 0.01 -0.04 -0.01 -1.4436
C -3.465 4.949 -5.120 0.00 0.00 0.01 0.6966
C -2.259 4.822 -5.791 -0.01 0.02 0.00 -1.0573
C -1.508 3.653 -5.748 0.05 0.00 -0.06 1.0153
C -0.205 3.592 -6.488 -0.01 -0.01 0.00 -1.5805
C -1.962 2.543 -5.010 0.17 -0.12 -0.01 -0.2985
Se -0.926 0.947 -4.908 -0.03 -0.05 -0.01 -0.4462
C -3.186 2.668 -4.328 -0.08 -0.05 0.10 1.3792
C -3.715 1.538 -3.495 0.02 0.00 0.02 -1.3957
C -3.906 3.853 -4.391 -0.05 0.03 -0.04 -1.0924
H -3.661 7.055 -5.508 0.03 0.06 -0.02 0.3503
H -4.714 6.460 -4.225 -0.03 0.03 0.05 0.3425
H -5.100 6.123 -5.908 -0.06 0.01 -0.04 0.2671
H -1.881 5.665 -6.362 0.03 0.05 -0.04 0.2037
H -0.008 4.535 -7.002 0.02 0.06 -0.03 0.3635
H -0.212 2.775 -7.212 0.01 -0.02 0.00 0.2827
H 0.615 3.370 -5.803 0.02 -0.01 0.00 0.2967
H -3.109 1.412 -2.592 0.01 -0.04 -0.03 0.1939
H -3.651 0.597 -4.044 -0.01 -0.01 0.00 0.3495
H -4.748 1.724 -3.197 -0.05 0.02 0.04 0.3318
H -4.842 3.924 -3.845 -0.05 0.00 0.04 0.2780

Record 2
94
Properties=species:S:1:pos:R:3:forces:R:3:mulliken_charge:R:1 method="wB97M-V/def2-TZVPD" charge=0 orbital_gap_ev=10.621 smiles="COC(=O)OC.COC(=O)OC.O=C1OCCO1.O=C1OCCO1.O=C1OCCO1.O=C1OCCO1.O=C1OCCO1.O=C1OCCO1.O=C1OCCO1" e_above_lowest_kj_mol=59.6 spin_multiplicity=1
C 6.134 -1.018 14.009 -0.83 0.08 -1.16 -0.7221
O 6.050 -0.052 15.051 0.96 -0.50 0.14 -0.2840
C 5.037 -0.191 15.904 -0.47 0.48 0.33 1.0460
O 4.110 -0.946 15.831 -0.10 -0.71 -0.38 -0.6303
O 5.199 0.716 16.847 0.74 0.71 0.29 -0.3685
C 4.196 0.830 17.866 0.35 0.73 -0.02 -0.2279
H 7.057 -0.914 13.450 0.21 0.37 0.44 0.2146
H 5.321 -0.780 13.320 -0.06 -0.40 -0.07 0.3875
H 6.054 -2.059 14.320 -0.16 0.14 0.45 0.2107
H 4.264 1.842 18.265 0.05 0.10 -0.35 0.2495
H 4.499 0.227 18.716 -0.57 -0.51 -0.20 -0.2945
H 3.226 0.692 17.398 -0.13 -0.49 0.50 0.4197
C 11.711 -4.187 14.947 0.55 0.31 1.68 -0.2281
O 11.687 -3.836 13.577 -0.70 0.07 -0.24 -0.1882
C 12.594 -4.297 12.730 0.62 0.05 -0.13 0.6435
O 12.549 -4.120 11.544 -0.27 -0.04 0.06 -0.6013
O 13.597 -4.927 13.362 0.09 0.33 -0.09 -0.3147
C 14.586 -5.578 12.564 -0.04 -0.92 0.07 -0.7294
H 12.667 -3.957 15.419 0.24 -0.34 -0.34 0.4407
H 11.426 -5.212 15.185 0.16 -0.21 -0.53 0.3062
H 11.049 -3.569 15.546 -0.45 0.23 -0.79 -0.2032
H 15.499 -5.556 13.152 -0.05 -0.16 0.04 0.2383
H 14.809 -5.210 11.565 -0.51 0.70 0.17 0.3274
H 14.215 -6.598 12.432 0.40 -0.09 0.03 0.2889
O 1.258 -1.285 22.176 -0.08 0.10 -0.31 -0.5659
C 1.920 -1.809 21.337 0.37 0.10 0.30 0.6721
O 2.065 -1.398 20.056 -0.10 0.02 0.20 -0.3808
C 3.080 -2.189 19.446 -0.65 -1.73 -0.90 0.7109
C 3.122 -3.458 20.334 1.40 1.69 -0.08 -0.1343
O 2.692 -2.894 21.571 -0.52 -0.65 0.32 -0.3884
H 2.760 -2.546 18.465 -0.12 0.66 -0.18 0.3527
H 4.008 -1.643 19.329 0.07 -0.05 0.45 -0.6750
H 4.163 -3.748 20.452 -0.14 -0.35 0.08 0.1208
H 2.508 -4.284 19.982 -0.27 0.14 0.18 0.2785
O 9.235 -2.207 14.449 0.29 -0.68 -0.15 -0.3552
C 9.552 -1.174 14.935 -0.58 0.81 0.19 0.6002
O 9.078 0.010 14.466 0.11 0.11 -0.30 -0.4045
C 9.215 0.994 15.454 -0.11 0.94 2.08 -0.2189
C 10.101 0.343 16.534 -0.02 -0.34 0.03 0.0089
O 10.305 -0.990 16.030 0.15 -0.20 -0.30 -0.3139
H 9.612 1.963 15.154 0.27 -0.40 -0.82 0.3841
H 8.268 1.246 15.940 -0.32 -0.35 -0.52 0.1221
H 9.611 0.190 17.493 -0.06 0.40 0.03 -0.0686
H 11.045 0.860 16.698 0.14 -0.28 -0.14 0.3368
O 11.680 -3.952 17.908 -0.47 -0.24 0.96 -0.4630
C 11.518 -4.942 18.562 1.33 -0.29 -0.74 0.7073
O 12.043 -5.196 19.785 -0.29 0.12 -0.27 -0.3596
C 11.783 -6.552 20.151 -0.39 -0.28 0.58 -0.3433
C 11.108 -7.187 18.937 1.85 0.41 -1.14 -0.3389
O 10.981 -6.064 18.048 -1.69 0.27 0.08 -0.2584
H 12.710 -7.064 20.404 0.07 0.23 0.02 0.2537
H 11.124 -6.556 21.020 0.08 0.07 0.02 0.3057
H 10.215 -7.769 19.144 -0.29 0.47 -0.21 0.2866
H 11.822 -7.755 18.326 -0.22 -0.76 0.77 0.2611
O 10.249 -1.322 20.203 -0.45 0.23 0.48 -0.5098
C 10.086 -0.245 20.691 1.11 -0.43 -1.42 0.6105
O 9.969 0.871 19.945 -0.51 0.54 -0.34 -0.1975
C 9.817 2.016 20.774 -0.26 0.01 1.20 -0.2961
C 10.130 1.441 22.197 0.19 1.72 -1.12 -0.3581
O 10.158 0.055 21.978 -0.07 -0.56 1.34 -0.3811
H 10.519 2.793 20.481 0.08 -0.13 -0.12 0.3156
H 8.806 2.423 20.769 -0.07 -0.27 -0.45 0.2092
H 9.387 1.742 22.930 -0.10 -0.34 0.01 0.2088
H 11.100 1.852 22.485 0.10 -0.61 0.35 0.3612
O 5.438 -5.713 16.557 0.37 0.04 -0.14 -0.5528
C 6.069 -5.653 15.546 -0.40 0.13 0.14 0.4757
O 7.262 -5.047 15.411 0.25 0.44 0.41 0.0175
C 7.747 -5.153 14.083 -0.45 -1.36 -0.90 -0.0250
C 6.620 -5.918 13.338 0.24 0.34 0.49 -0.3647
O 5.672 -6.161 14.375 -0.64 -0.15 -0.39 -0.3940
H 7.889 -4.186 13.614 0.51 0.11 0.41 0.1421
H 8.604 -5.825 14.073 0.49 0.69 0.13 0.1826
H 6.908 -6.893 12.953 0.18 0.13 -0.16 0.3019
H 6.223 -5.286 12.546 -0.44 -0.25 0.06 0.2584
O 5.218 1.535 20.780 -0.03 -0.25 0.00 -0.6077
C 5.660 0.752 21.563 0.52 0.16 0.26 0.6849
O 5.014 -0.238 22.161 -1.02 -0.44 -0.63 -0.2464
C 5.789 -0.870 23.187 0.13 1.10 -0.54 -0.5039
C 7.182 -0.294 22.896 -0.15 -0.22 1.11 -0.2378
O 6.950 0.789 22.002 0.16 -0.06 -0.20 -0.2631
H 5.349 -0.455 24.094 0.27 -0.58 0.33 0.3330
H 5.758 -1.949 23.093 -0.30 0.04 0.03 0.2191
H 7.867 -1.031 22.484 -0.03 0.10 -0.21 0.2084
H 7.571 0.111 23.831 0.38 0.00 -0.16 0.4282
O 6.239 -2.631 20.748 -0.36 0.47 0.28 -0.5457
C 6.792 -2.613 19.691 1.08 -0.92 -0.31 0.2530
O 8.068 -2.993 19.515 0.28 -0.68 0.43 -0.4172
C 8.327 -3.274 18.114 -0.22 1.09 0.46 0.4389
C 7.282 -2.324 17.536 0.15 -0.17 -1.64 0.5933
O 6.255 -2.296 18.514 -0.65 0.40 0.13 -0.0384
H 9.354 -2.989 17.901 -0.04 0.12 -0.02 -0.1354
H 8.203 -4.337 17.912 -0.39 0.05 -0.03 0.0581
H 6.835 -2.608 16.584 0.03 -0.41 0.16 -0.3053
H 7.662 -1.313 17.362 0.16 0.04 0.45 -0.0341

no.,LUMO (eV)
1,3.7
2,0.3